A molecular structure, C24H67N6O8V at a distorted geometry, computed with the ωB97M-V functional and the def2-TZVPD basis.

## Properties
Gap between HOMO and LUMO (alpha / beta) in eV: 8.76 / 2.61
Net charge: +2
E_LUMO (alpha / beta) in eV: -4.9 / -11.0
Spin multiplicity: 3

Last column: Mulliken charge in e.
Atoms and positions in Å:
O 0.96 -2.68 -1.82  -0.32
V 0.66 -1.34 -1.04  0.78
O 0.41 0.42 -0.03  0.44
H -0.11 1.23 0.14  -0.71
C 0.01 -2.82 3.29  -1.56
C 0.87 -2.67 1.99  0.42
C 1.66 -3.92 1.63  -0.96
O 2.76 -3.59 0.74  -0.48
C 3.16 -4.49 -0.28  -0.69
N 0.01 -2.19 0.92  0.40
H -0.71 -3.62 3.14  0.39
H -0.51 -1.90 3.56  0.40
H 0.62 -3.17 4.12  0.43
H 1.65 -1.93 2.18  -0.02
H 1.07 -4.64 1.07  0.35
H 2.21 -4.48 2.38  0.42
H 3.96 -4.07 -0.89  0.18
H 2.34 -4.66 -0.99  0.19
H 3.34 -5.45 0.21  0.45
H -0.67 -2.93 0.79  0.36
H -0.67 -1.49 1.18  -0.27
C 5.06 -0.23 -0.47  -1.36
C 3.87 -0.58 -1.42  0.41
C 4.24 -1.51 -2.52  -1.48
O 3.04 -1.83 -3.17  0.05
C 3.09 -2.75 -4.23  -1.07
N 2.83 -1.02 -0.55  0.79
H 4.91 0.51 0.31  0.15
H 5.88 0.19 -1.05  0.44
H 5.29 -1.19 0.01  0.46
H 3.58 0.32 -1.94  0.27
H 4.83 -2.31 -2.06  0.40
H 4.95 -0.97 -3.14  0.38
H 3.56 -2.35 -5.13  0.36
H 2.16 -2.87 -4.78  0.25
H 3.50 -3.72 -3.93  0.36
H 3.22 -1.83 -0.08  0.25
H 2.80 -0.27 0.12  0.32
C -2.75 -2.23 -3.59  -1.70
C -1.46 -1.78 -3.09  0.74
C -0.89 -0.51 -3.74  -0.94
O 0.39 -0.28 -3.17  -0.09
C 1.10 0.90 -3.41  -1.02
N -1.57 -1.58 -1.67  0.26
H -2.52 -2.63 -4.58  0.53
H -3.47 -1.42 -3.69  0.31
H -3.12 -2.98 -2.89  0.39
H -0.86 -2.64 -3.36  0.28
H -1.44 0.42 -3.57  0.30
H -0.81 -0.44 -4.82  0.48
H 0.44 1.63 -3.88  0.56
H 1.89 0.72 -4.14  0.16
H 1.58 1.31 -2.53  0.12
H -2.43 -1.07 -1.54  -0.30
H -2.06 -2.42 -1.41  0.25
C -5.85 -2.29 0.47  -1.42
C -4.47 -2.00 1.09  0.59
C -3.84 -0.64 0.73  -0.46
O -3.96 -0.39 -0.70  -0.50
C -3.59 0.96 -0.98  -1.35
N -4.62 -2.38 2.51  -0.71
H -6.23 -3.27 0.77  0.51
H -5.71 -2.43 -0.60  0.25
H -6.49 -1.41 0.64  0.33
H -3.67 -2.68 0.78  -0.09
H -2.83 -0.59 1.12  0.05
H -4.28 0.12 1.37  0.57
H -4.33 1.57 -0.46  0.68
H -3.76 1.20 -2.03  0.34
H -2.63 1.38 -0.69  0.46
H -5.23 -1.80 3.06  0.25
H -5.03 -3.30 2.42  0.29
C -1.77 3.08 2.70  -0.60
C -1.88 4.09 1.52  0.43
C -3.32 4.10 1.06  -0.14
O -3.54 4.94 -0.10  -0.23
C -3.30 4.37 -1.40  -0.45
N -1.48 5.38 2.03  -0.43
H -0.80 3.07 3.19  -0.21
H -1.78 2.07 2.28  0.20
H -2.47 3.25 3.52  0.43
H -1.25 3.81 0.67  0.16
H -3.99 4.40 1.87  0.42
H -3.47 3.05 0.83  -0.02
H -3.76 3.40 -1.53  0.19
H -2.22 4.30 -1.50  0.32
H -3.67 5.12 -2.10  0.33
H -0.50 5.16 2.14  0.31
H -1.56 5.96 1.21  0.38
C 3.07 2.85 0.22  -1.02
C 3.39 2.36 1.61  0.03
C 2.82 3.34 2.72  -0.23
O 3.03 2.73 4.00  -0.38
C 1.95 3.01 4.93  -0.33
N 2.88 1.05 1.70  -0.21
H 3.60 2.22 -0.50  0.13
H 3.34 3.90 0.12  0.60
H 2.06 3.12 -0.09  0.07
H 4.48 2.29 1.68  0.55
H 1.76 3.34 2.51  -0.39
H 3.15 4.37 2.55  0.46
H 1.99 2.50 5.89  0.30
H 1.02 2.89 4.39  -0.20
H 2.08 4.08 5.14  0.34
H 1.96 1.12 1.31  -0.39
H 2.80 1.01 2.71  0.33

9 unconnected molecules or ions with the total composition C24H69N3O9 at a distorted geometry, computed with the ωB97M-V functional and the def2-TZVPD basis.

## Properties
Gap between HOMO and LUMO in eV: 9.11
Structure (SMILES): COC[C@H](C)N.COC[C@H](C)N.COC[C@H](C)N.CCO.CCO.CCO.CCO.CCO.CCO
Energy above the lowest of the compared OMol25 structures with the same formula, charge and spin in kcal/mol: 51.15
E_LUMO in eV: 0.4

Last column: Mulliken charge in e.
Atoms and positions in Å:
C 1.88 7.49 -2.46  -0.83
C 2.96 6.80 -1.67  -0.16
O 2.47 6.54 -0.36  -0.52
H 2.26 7.76 -3.45  0.34
H 1.42 8.32 -1.94  0.36
H 1.09 6.76 -2.66  -0.02
H 3.87 7.40 -1.69  0.39
H 3.23 5.82 -2.10  0.20
H 3.20 6.45 0.27  0.27
C 3.24 -0.69 -3.09  -0.51
C 3.95 -1.89 -2.51  0.87
O 3.76 -3.08 -3.29  -0.55
H 3.19 -0.70 -4.18  0.41
H 3.70 0.27 -2.83  0.28
H 2.21 -0.63 -2.72  -0.17
H 3.67 -2.05 -1.48  -0.62
H 5.04 -1.78 -2.57  0.34
H 2.83 -3.32 -3.21  0.31
C -1.65 -3.85 -4.21  -1.24
C -2.14 -3.61 -2.80  0.46
O -3.55 -3.92 -2.70  -0.56
H -2.02 -3.14 -4.94  0.33
H -1.85 -4.87 -4.55  0.35
H -0.57 -3.69 -4.14  0.26
H -2.00 -2.56 -2.52  0.04
H -1.62 -4.25 -2.08  0.05
H -3.96 -3.20 -2.22  0.31
C 4.83 2.53 1.83  -0.30
C 5.09 2.91 3.28  -0.30
O 6.47 3.26 3.34  -0.52
H 5.40 1.65 1.54  0.35
H 4.99 3.39 1.18  0.31
H 3.81 2.15 1.71  -0.21
H 4.92 2.04 3.93  0.25
H 4.43 3.69 3.64  0.32
H 6.65 3.66 4.20  0.29
C 2.42 -3.28 0.66  -0.59
C 2.78 -3.26 2.13  -0.34
O 2.81 -1.88 2.56  -0.48
H 2.42 -4.31 0.30  0.46
H 3.12 -2.69 0.10  -0.26
H 1.40 -2.92 0.56  0.05
H 3.80 -3.64 2.27  0.33
H 2.11 -3.82 2.79  0.34
H 2.86 -1.86 3.52  0.26
C -0.60 4.50 -3.29  -1.29
C 0.67 3.72 -3.60  0.36
O 0.41 2.94 -4.79  -0.54
H -0.60 4.74 -2.23  0.21
H -1.49 3.96 -3.61  0.42
H -0.67 5.44 -3.83  0.36
H 1.01 3.10 -2.77  -0.34
H 1.51 4.37 -3.85  0.52
H 1.04 3.23 -5.45  0.34
C -5.95 -1.23 4.04  -1.45
C -5.66 -0.42 2.79  0.22
C -4.17 -0.10 2.67  0.19
O -3.96 0.78 1.59  -0.38
C -2.57 0.99 1.36  -0.07
N -6.17 -1.24 1.66  -0.80
H -5.62 -0.75 4.96  0.40
H -5.60 -2.26 4.02  0.23
H -7.03 -1.32 4.14  0.38
H -6.20 0.52 2.69  0.49
H -3.55 -0.99 2.52  -0.33
H -3.94 0.36 3.65  0.24
H -2.06 0.03 1.41  -0.27
H -2.19 1.71 2.09  0.34
H -2.44 1.43 0.38  0.35
H -5.56 -2.06 1.56  0.24
H -5.95 -0.74 0.80  0.32
C -0.09 0.57 -1.38  -1.33
C 1.08 0.75 -0.44  0.86
C 0.87 1.70 0.75  -0.91
O 0.25 2.93 0.41  -0.23
C 1.18 3.97 0.18  -0.66
N 1.41 -0.58 0.09  0.19
H 0.21 -0.05 -2.23  0.33
H -0.40 1.49 -1.87  0.17
H -0.96 0.11 -0.90  0.02
H 1.97 1.10 -0.98  0.22
H 1.75 1.73 1.40  -0.09
H 0.11 1.24 1.40  0.12
H 1.96 3.68 -0.54  0.22
H 1.73 4.31 1.06  0.41
H 0.63 4.81 -0.24  0.22
H 0.62 -1.00 0.57  -0.11
H 2.20 -0.60 0.71  0.21
C -0.54 -4.49 2.29  -1.50
C -1.72 -4.07 1.41  0.39
C -3.02 -4.18 2.18  -0.94
O -4.13 -3.78 1.36  -0.07
C -4.61 -4.84 0.54  -0.82
N -1.44 -2.67 0.97  -0.28
H -0.15 -3.65 2.86  0.30
H 0.29 -4.84 1.69  0.30
H -0.87 -5.24 3.01  0.46
H -1.79 -4.67 0.50  0.04
H -3.08 -3.44 2.97  0.27
H -3.14 -5.19 2.59  0.47
H -5.39 -4.42 -0.10  0.23
H -5.01 -5.66 1.14  0.35
H -3.80 -5.20 -0.11  0.29
H -1.42 -2.14 1.84  0.15
H -2.31 -2.36 0.53  0.23

A molecular structure, C24H70Ag5N12O11 at a distorted geometry, computed with the ωB97M-V functional and the def2-TZVPD basis.

## Properties
Gap between HOMO and LUMO in eV: 2.84
Net charge: +3
Energy above the lowest of the compared OMol25 structures with the same formula, charge and spin in kcal/mol: 110.59
E_LUMO in eV: -11.1

Last column: Mulliken charge in e.
Atoms and positions in Å:
Ag -1.58 -0.72 5.62  0.56
Ag -3.12 -1.97 2.87  0.28
Ag -0.81 -3.98 3.32  0.49
Ag -2.10 -4.45 0.27  0.51
Ag -3.49 1.80 3.55  0.70
O -1.80 0.06 3.21  -0.66
C -1.28 0.03 1.91  -0.12
C -0.51 -1.14 1.31  1.22
O -0.96 -2.48 1.51  0.16
H -0.54 0.84 1.93  -0.09
H -1.97 0.43 1.14  -0.02
H 0.52 -1.12 1.68  -0.46
H -0.48 -0.98 0.22  -0.22
C -4.45 -3.51 -2.33  -1.51
C -3.17 -2.66 -2.29  0.46
C -3.22 -1.40 -1.46  1.44
O -4.20 -0.60 -2.05  -0.42
C -4.41 0.70 -1.52  -0.73
N -2.08 -3.60 -1.99  -0.49
H -4.34 -4.49 -2.78  0.40
H -5.23 -2.93 -2.83  0.34
H -4.86 -3.62 -1.31  0.28
H -3.08 -2.16 -3.26  0.28
H -2.27 -0.84 -1.52  -0.78
H -3.35 -1.51 -0.36  -0.15
H -3.76 0.95 -0.67  0.13
H -5.45 0.81 -1.22  0.39
H -4.20 1.41 -2.32  0.25
H -1.20 -3.10 -1.81  0.20
H -1.94 -4.26 -2.74  0.22
C 6.53 3.82 1.39  -1.36
C 5.07 4.20 1.58  0.38
C 4.19 2.99 1.90  -0.56
O 2.85 3.39 1.93  -0.39
C 1.89 2.43 2.29  -0.21
N 4.93 5.24 2.61  -0.71
H 6.77 3.52 0.36  0.35
H 6.81 2.92 1.97  0.18
H 7.23 4.58 1.70  0.41
H 4.84 4.64 0.60  0.35
H 4.58 2.52 2.82  0.34
H 4.47 2.25 1.13  0.23
H 1.67 2.50 3.36  0.27
H 2.08 1.37 2.12  0.09
H 1.02 2.68 1.68  0.09
H 4.06 5.76 2.53  0.27
H 4.88 4.71 3.48  0.27
C -3.38 4.92 -3.70  -1.33
C -2.10 4.66 -2.90  0.46
C -1.81 3.18 -3.06  0.42
O -0.78 2.76 -2.11  -0.35
C -0.55 1.38 -2.18  -0.48
N -1.05 5.47 -3.57  -0.66
H -4.19 4.31 -3.27  0.29
H -3.31 4.55 -4.72  0.33
H -3.64 5.98 -3.72  0.40
H -2.15 4.90 -1.84  0.21
H -1.48 2.88 -4.06  0.40
H -2.66 2.58 -2.70  -0.86
H -1.46 0.87 -1.82  -0.04
H 0.24 1.17 -1.45  0.26
H -0.21 1.00 -3.14  0.46
H -0.57 4.87 -4.23  0.27
H -0.31 5.74 -2.93  0.29
C 4.68 -4.42 -5.28  -1.58
C 3.64 -4.44 -4.19  0.45
C 2.83 -3.13 -4.33  -0.87
O 1.96 -2.93 -3.22  -0.25
C 1.29 -1.72 -3.17  -0.72
N 2.76 -5.62 -4.36  -0.64
H 5.47 -5.17 -5.22  0.38
H 5.30 -3.52 -5.20  0.39
H 4.25 -4.46 -6.28  0.36
H 4.13 -4.39 -3.21  0.32
H 2.21 -3.23 -5.24  0.29
H 3.52 -2.29 -4.44  0.40
H 0.54 -1.61 -3.98  0.44
H 1.90 -0.81 -3.24  0.51
H 0.62 -1.73 -2.30  -0.15
H 1.88 -5.35 -3.93  0.24
H 2.58 -5.70 -5.35  0.32
C -6.91 -1.81 2.01  -1.04
C -6.18 -0.55 2.42  -0.39
O -4.85 -0.51 1.86  0.04
H -7.07 -1.98 0.95  0.29
H -7.82 -1.91 2.61  0.42
H -6.38 -2.65 2.50  0.20
H -6.15 -0.46 3.50  0.35
H -6.65 0.36 2.05  0.29
H -4.77 -0.25 0.94  0.03
C 2.32 -4.12 0.47  0.50
O 3.35 -4.75 0.22  -0.61
N 1.89 -3.85 1.79  -0.22
N 1.46 -3.69 -0.53  0.14
H 0.94 -3.54 1.75  -0.11
H 2.23 -4.34 2.59  0.22
H 0.56 -3.37 -0.20  -0.13
H 1.67 -3.76 -1.52  0.18
C 1.30 0.03 5.50  0.74
O 0.40 0.70 6.12  -0.74
N 2.56 0.04 5.98  -0.26
N 1.08 -0.59 4.31  0.01
H 2.73 0.75 6.68  0.24
H 3.31 -0.52 5.60  0.31
H 1.87 -0.97 3.80  0.07
H 0.15 -0.36 3.95  -0.21
C -3.28 3.63 1.25  0.45
O -4.02 2.66 0.92  -0.49
N -3.82 4.75 1.83  -0.42
N -1.96 3.66 0.97  0.02
H -4.70 4.64 2.30  0.28
H -3.22 5.54 2.00  0.16
H -1.48 2.92 0.49  -0.15
H -1.39 4.41 1.34  0.20
C 4.62 -0.75 2.82  0.63
O 4.26 -0.85 4.01  -0.80
N 5.84 -0.27 2.45  -0.39
N 3.85 -1.19 1.77  -0.05
H 6.36 0.21 3.16  0.26
H 5.93 -0.15 1.46  0.18
H 3.06 -1.80 1.80  -0.04
H 4.23 -1.01 0.86  0.17

A molecular structure, C24H70AlN2O24 at a distorted geometry, computed with the ωB97M-V functional and the def2-TZVPD basis.

## Properties
Gap between HOMO and LUMO in eV: 7.59
Net charge: -1
E_LUMO in eV: 1.8

Last column: Mulliken charge in e.
Atoms and positions in Å:
Al 1.32 -21.98 -2.51  -1.81
C 3.44 -24.68 -1.80  -0.97
C 2.48 -23.62 -1.92  0.89
O 1.98 -22.97 -0.99  -0.02
O 2.03 -23.48 -3.15  0.46
H 3.86 -25.01 -2.72  0.33
H 2.84 -25.51 -1.36  0.00
H 4.26 -24.62 -1.06  0.36
C 4.01 -19.14 -2.01  0.40
C 3.29 -19.94 -3.17  0.58
O 3.52 -20.07 -4.42  -0.69
O 2.25 -20.55 -2.55  0.99
H 5.00 -18.80 -2.27  0.57
H 3.95 -19.73 -1.13  -0.83
H 3.31 -18.35 -1.86  -0.50
C -3.19 -22.37 -6.89  -0.93
C -4.26 -23.24 -6.45  0.71
O -3.78 -24.31 -5.69  -0.46
O -5.41 -23.04 -6.58  -0.54
H -2.29 -22.77 -7.32  0.40
H -2.78 -21.97 -5.95  0.19
H -3.56 -21.52 -7.46  0.35
C -2.58 -17.29 -4.58  -1.18
C -1.76 -18.22 -3.52  0.44
O -1.27 -19.26 -4.00  -0.45
O -1.71 -17.88 -2.33  -0.77
H -3.62 -17.61 -4.43  0.32
H -2.29 -17.45 -5.59  0.24
H -2.54 -16.24 -4.28  0.32
O 0.91 -25.46 -8.63  -0.58
H 0.05 -25.97 -8.60  0.31
H -2.79 -24.14 -5.66  0.30
O 3.57 -25.42 -5.33  -0.64
H 2.83 -25.09 -4.79  0.33
H 3.52 -25.11 -6.25  0.30
O -0.39 -21.79 -2.19  -0.20
H -0.39 -21.02 -1.64  0.17
H 1.15 -25.73 -9.54  0.29
O 7.11 -24.76 -4.69  -0.64
H 7.01 -25.71 -4.80  0.32
H 6.30 -24.42 -5.06  0.31
O 2.98 -22.87 -7.71  -0.64
H 2.09 -22.42 -7.71  0.32
H 3.21 -22.68 -6.77  0.31
O -3.96 -23.06 -2.49  -0.55
H -3.35 -22.48 -2.04  0.33
H -4.84 -22.77 -2.25  0.24
O 4.30 -16.05 -3.92  -0.70
H 3.65 -16.36 -3.24  0.33
H 3.84 -15.93 -4.76  0.30
O -0.79 -18.27 6.49  -0.64
H -0.37 -18.79 5.81  0.32
H -1.68 -18.23 6.10  0.32
C 1.97 -27.93 0.98  -0.68
O 2.01 -28.52 -0.33  -0.33
C 0.99 -29.50 -0.45  -0.30
C 0.48 -29.54 -1.88  -0.93
N -0.38 -28.45 -2.18  -0.30
C 0.25 -27.20 -2.51  -0.02
C -0.81 -26.11 -2.83  -0.28
O -1.61 -26.02 -1.68  -0.50
C -1.46 -24.66 -1.26  -0.18
H 2.87 -27.32 1.07  0.27
H 2.02 -28.70 1.78  0.44
H 1.11 -27.28 1.15  0.12
H 0.17 -29.14 0.15  0.27
H 1.39 -30.50 -0.06  0.36
H -0.03 -30.49 -2.06  0.41
H 1.30 -29.52 -2.60  0.34
H -1.09 -28.30 -1.50  0.27
H 0.79 -27.31 -3.44  0.34
H 0.88 -26.83 -1.67  -0.14
H -1.48 -26.27 -3.72  0.33
H -0.33 -25.19 -3.04  0.02
H -1.80 -24.03 -2.07  0.20
H -0.43 -24.33 -1.06  -0.17
H -2.01 -24.51 -0.29  0.37
C -1.24 -26.48 2.52  -0.44
O -1.23 -25.05 2.68  -0.44
C 0.01 -24.42 2.40  0.81
C 0.01 -23.09 3.09  -0.82
N 0.84 -22.15 2.31  -0.36
C 2.23 -22.59 2.22  -0.26
C 3.00 -21.57 1.50  0.24
O 4.36 -21.71 1.80  -0.43
C 5.08 -20.55 1.47  -0.65
H -1.06 -26.72 1.49  0.01
H -2.25 -26.77 2.77  0.31
H -0.53 -26.89 3.23  0.33
H 0.20 -24.26 1.34  -0.46
H 0.87 -25.09 2.67  0.22
H 0.50 -23.16 4.09  0.32
H -1.06 -22.78 3.20  0.30
H 0.45 -22.16 1.37  0.15
H 2.27 -23.59 1.77  0.07
H 2.51 -22.62 3.26  0.58
H 2.62 -20.56 1.92  0.29
H 2.73 -21.66 0.44  -0.36
H 5.18 -20.45 0.38  0.21
H 6.06 -20.55 1.93  0.34
H 4.57 -19.60 1.76  0.29
C 0.80 -19.15 -7.10  -0.48
C 1.92 -18.21 -6.46  0.54
O 3.31 -18.34 -7.00  -0.62
O 0.34 -20.29 -6.35  -0.24
H 1.33 -19.53 -8.01  0.25
H -0.11 -18.54 -7.20  0.25
H 2.07 -18.48 -5.43  -0.47
H 1.55 -17.19 -6.67  0.26
H 3.82 -18.71 -6.26  0.40
H -0.23 -19.97 -5.63  0.19
C 1.31 -16.17 -1.32  -0.43
C 1.96 -16.73 -0.07  -0.41
O 1.52 -18.09 0.28  -0.48
O 1.40 -17.18 -2.33  -0.05
H 1.74 -15.24 -1.71  0.27
H 0.24 -16.08 -1.23  0.39
H 1.71 -16.07 0.76  0.49
H 3.06 -16.73 -0.24  0.20
H 1.74 -18.57 -0.51  0.19
H 0.50 -17.46 -2.49  -0.06

| no. | E_tot (Ha) |
| --- | --- |
| 1 | -2828.3083 |
| 2 | -1797.0763 |
| 3 | -3174.9281 |
| 4 | -3114.2487 |